42
Properties=species:S:1:pos:R:3 method="wB97M-V/def2-TZVPD" e_homo_ev=-15.060 multiplicity=1 total_energy_ha=-1193.42606 fmax_ev_per_a=2.522 gap_ev=3.40 total_charge=+2
C -0.696 -2.994 0.550
C -1.873 -2.228 -0.078
C -1.523 -1.199 -1.197
C -1.033 -1.972 -2.438
C -0.657 0.028 -0.750
C -0.809 0.210 0.738
N -0.944 0.240 1.876
C -1.341 1.301 -1.392
C -2.394 1.926 -0.458
O -3.536 1.598 -0.460
C 0.852 0.082 -1.110
C 1.701 -1.166 -0.819
C 1.083 0.423 -2.550
N 1.129 0.526 -3.690
C 1.534 1.294 -0.317
C 2.313 0.878 0.914
O 3.511 0.623 0.857
O 1.763 0.796 2.198
C 1.419 2.033 2.659
C 0.335 2.187 3.687
O 2.028 3.022 2.241
H 0.075 -3.289 -0.159
H -1.097 -3.925 0.961
H -0.274 -2.472 1.414
H -2.488 -2.976 -0.587
H -2.535 -1.792 0.671
H -2.497 -0.790 -1.476
H -0.715 -1.344 -3.270
H -1.907 -2.514 -2.812
H -0.307 -2.752 -2.214
H -1.846 1.027 -2.318
H -0.625 2.097 -1.627
H -2.066 2.736 0.228
H 2.751 -0.902 -0.989
H 1.509 -1.986 -1.507
H 1.591 -1.554 0.198
H 2.262 1.774 -0.973
H 0.811 2.063 -0.034
H 0.623 1.644 4.593
H 0.266 3.244 3.943
H -0.636 1.857 3.312
Mg 4.200 2.235 2.196